(1)
Formula: H2NO2P
Source: the Open Molecules 2025 dataset
Level of theory: the ωB97M-V functional and the def2-TZVPD basis

Geometry (Å):
N -0.5250 -1.5578 0.0469
O -1.5268 0.9436 -0.0917
O 1.1100 0.9012 -0.0778
P -0.3206 0.0409 -0.0416
H 0.2904 -2.1996 0.0032
H 0.9720 1.8717 0.1610

Calculated values
Multiplicity ... 1
ΔE to the lowest compared entry with this formula, charge and spin ... 0.334 eV
Molecular weight ... 78.99 g mol⁻¹
HOMO-LUMO gap ... 0.377 Eh

---

(2)
Formula: H2NO2P
Source: the Open Molecules 2025 dataset
Level of theory: the ωB97M-V functional and the def2-TZVPD basis

Geometry (Å):
N -1.2919 -0.4665 -0.1629
O 2.7091 0.4895 0.1264
O 0.4272 0.5572 0.2401
P 1.5614 -0.4514 -0.1219
H -1.7018 0.1714 -0.8440
H -1.7039 -0.3003 0.7623

Calculated values
Multiplicity ... 1
ΔE to the lowest compared entry with this formula, charge and spin ... 3.342 eV
Molecular weight ... 78.99 g mol⁻¹
HOMO-LUMO gap (alpha / beta) ... 0.294 / 0.294 Eh

---

(3)
Formula: H2NO2S3
Source: the Open Molecules 2025 dataset
Level of theory: the ωB97M-V functional and the def2-TZVPD basis

Geometry (Å):
N 1.0806 -0.3295 -0.0764
O -1.2078 -0.8527 0.5800
O -0.1293 1.1280 1.5658
S 2.4755 0.4355 -0.0224
S -0.4230 -0.2846 -2.3560
S -0.4258 0.3216 0.1403
H -1.0364 0.9714 1.7871
H -0.3339 -1.3897 -1.6184

Calculated values
Multiplicity ... 1
ΔE to the lowest compared entry with this formula, charge and spin ... 2.506 eV
Molecular weight ... 144.22 g mol⁻¹
SMILES ... O=[S@](O)(S)=N[S-]
Net charge ... -1
HOMO-LUMO gap (alpha / beta) ... 0.206 / 0.239 Eh

---

(4)
Formula: H2NO3S3
Source: the Open Molecules 2025 dataset
Level of theory: the ωB97M-V functional and the def2-TZVPD basis

Geometry (Å):
N -1.1812 0.9450 -1.1510
O 0.2322 -1.3249 1.2511
O 2.5096 -0.4897 1.4345
O 1.3282 0.0869 -0.5452
S -1.8871 0.9758 0.2792
S -1.8454 0.8020 -2.5819
S 1.1925 0.0285 0.9721
H -0.7807 -1.3179 1.2857
H 0.4319 0.2943 -0.9444

Calculated values
Multiplicity ... 1
ΔE to the lowest compared entry with this formula, charge and spin ... 1.002 eV
Molecular weight ... 160.22 g mol⁻¹
Net charge ... -1
HOMO-LUMO gap ... 0.248 Eh

---

(5)
Formula: H2NO4P
Source: the Open Molecules 2025 dataset
Level of theory: the ωB97M-V functional and the def2-TZVPD basis

Geometry (Å):
N -0.3529 0.5891 -0.1722
O -1.1352 0.8402 0.9861
O 0.8778 0.5546 0.3885
O 2.9233 -0.4223 -0.7437
O -0.8250 -0.6757 -0.6529
P 1.9939 -0.5184 0.4578
H -1.7682 0.1115 0.9226
H -1.7137 -0.4791 -1.1862

Calculated values
Multiplicity ... 1
ΔE to the lowest compared entry with this formula, charge and spin ... 4.632 eV
Molecular weight ... 110.99 g mol⁻¹
SMILES ... O=PON(O)O
HOMO-LUMO gap ... 0.339 Eh

---

(6)
Formula: H2NO5PS
Source: the Open Molecules 2025 dataset
Level of theory: the ωB97M-V functional and the def2-TZVPD basis

Geometry (Å):
N -1.1839 0.4660 0.4879
O 0.7207 1.3765 -1.1999
O 1.5133 1.1905 1.2659
O 2.6392 -0.2372 -0.5563
O -2.4947 -2.3414 -0.8799
O -0.0661 -1.6735 1.2413
P 1.4907 0.5592 -0.0973
S -0.3440 -0.9257 0.0243
H -0.4005 1.1227 -0.0107
H -1.8747 0.4630 -0.2754

Calculated values
Multiplicity ... 1
ΔE to the lowest compared entry with this formula, charge and spin ... 6.201 eV
Molecular weight ... 159.06 g mol⁻¹
Net charge ... -2
HOMO-LUMO gap (alpha / beta) ... 0.203 / 0.206 Eh

---

(7)
Formula: H2NOS
Source: the Open Molecules 2025 dataset
Level of theory: the ωB97M-V functional and the def2-TZVPD basis

Geometry (Å):
N 0.3121 0.2104 0.7236
O -0.3319 -0.7408 1.2897
S -0.0587 0.3112 -1.2714
H -0.2647 1.1707 0.7361
H 0.3433 -0.9514 -1.4780

Calculated values
Multiplicity ... 1
ΔE to the lowest compared entry with this formula, charge and spin ... 1.059 eV
Molecular weight ... 64.09 g mol⁻¹
SMILES ... [O-]NS
Net charge ... -1
HOMO-LUMO gap (alpha / beta) ... 0.243 / 0.243 Eh

---

(8)
Formula: H2NP2
Source: the Open Molecules 2025 dataset
Level of theory: the ωB97M-V functional and the def2-TZVPD basis

Geometry (Å):
N 0.1811 -1.0824 0.2099
P -2.4329 -0.7022 -0.0097
P 1.6638 -0.9823 0.3271
H -2.1410 0.5098 -0.6782
H 2.2242 0.2308 0.8652

Calculated values
Multiplicity ... 1
ΔE to the lowest compared entry with this formula, charge and spin ... 4.048 eV
Molecular weight ... 77.97 g mol⁻¹
Net charge ... +1
HOMO-LUMO gap (alpha / beta) ... 0.264 / 0.277 Eh

---

(9)
Formula: H2NPS2
Source: the Open Molecules 2025 dataset
Level of theory: the ωB97M-V functional and the def2-TZVPD basis

Geometry (Å):
N 0.1721 0.0646 0.3576
P -0.8277 1.2305 -0.4215
S -2.8867 -0.4302 0.2363
S 1.7975 0.0755 0.3254
H -0.4539 -0.7366 0.4625
H 2.1987 -0.2038 -0.9603

Calculated values
Multiplicity ... 1
ΔE to the lowest compared entry with this formula, charge and spin ... 4.399 eV
Molecular weight ... 111.13 g mol⁻¹
HOMO-LUMO gap (alpha / beta) ... 0.211 / 0.229 Eh

---

(10)
Formula: H2NPS2
Source: the Open Molecules 2025 dataset
Level of theory: the ωB97M-V functional and the def2-TZVPD basis

Geometry (Å):
N -0.0054 -1.0652 -0.2827
P -0.2658 -0.2706 1.1361
S -0.5666 1.7356 0.3845
S -0.1277 -0.5834 -1.8740
H 0.1843 -2.0169 0.0657
H 0.7813 2.2005 0.5703

Calculated values
Multiplicity ... 1
ΔE to the lowest compared entry with this formula, charge and spin ... 2.019 eV
Molecular weight ... 111.13 g mol⁻¹
HOMO-LUMO gap (alpha / beta) ... 0.279 / 0.253 Eh

---

(11)
Formula: H2OP2
Source: the Open Molecules 2025 dataset
Level of theory: the ωB97M-V functional and the def2-TZVPD basis

Geometry (Å):
O 1.0843 -0.8424 0.2224
P 0.9581 1.6143 -0.5520
P -0.1932 -0.0615 -0.0888
H -1.1330 -0.6427 -0.8392
H -0.7161 -0.0678 1.2575

Calculated values
Multiplicity ... 1
ΔE to the lowest compared entry with this formula, charge and spin ... 2.172 eV
Molecular weight ... 79.96 g mol⁻¹
HOMO-LUMO gap (alpha / beta) ... 0.253 / 0.253 Eh

---

(12)
Formula: H2OP2
Source: the Open Molecules 2025 dataset
Level of theory: the ωB97M-V functional and the def2-TZVPD basis

Geometry (Å):
O 0.1550 2.2203 0.0863
P 2.6781 -0.2011 0.0299
P 0.6419 0.8150 0.0639
H 0.2100 0.0336 1.1502
H 0.0404 0.0721 -0.9625

Calculated values
Multiplicity ... 3
ΔE to the lowest compared entry with this formula, charge and spin ... 0.000 eV
Molecular weight ... 79.96 g mol⁻¹
HOMO-LUMO gap (alpha / beta) ... 0.378 / 0.289 Eh

---

Which formula does entry 11 have? H2OP2